Density functional theory data (wB97M-V/def2-TZVPD) for a structure of composition C38H34N3O3S3SrTe at a distorted geometry.

## Properties
net charge = -1
HOMO = -2.781 eV
energy above the lowest of the compared OMol25 structures with the same formula, charge and spin = 333.3 kcal per mole
maximum force = 0.261 Eh/bohr

Atoms and positions in Å:
H1 -7.6588 -2.9825 -0.7560
H2 5.0510 -3.1269 -1.5455
H3 -5.6280 1.7383 4.8807
H4 2.8621 1.5748 -4.1772
C1 -0.5446 -2.8245 1.8766
H5 1.1076 -0.4887 -2.8519
H6 1.7464 -2.5835 -4.2031
H7 5.4910 4.0888 1.2510
C2 -0.3133 -1.4533 1.6276
C3 -4.1540 2.6679 -0.4623
C4 2.0057 -1.0791 -2.7003
C5 2.3434 -2.2376 -3.3643
C6 4.1919 -2.5459 -1.8690
C7 -5.0219 1.9427 -1.2410
O1 -0.8951 -2.9250 -1.0970
C8 1.8683 3.8690 -2.3041
C9 -1.0027 -2.2811 4.1537
C10 -4.8195 -2.5201 1.0809
H8 -3.3192 1.1821 4.1586
H9 -2.9342 -1.9245 1.8257
H10 -0.5300 -3.4835 1.0217
C11 4.8515 3.3375 0.8025
H11 3.1072 3.9196 1.9069
C12 3.1873 1.3731 -0.3849
H12 -7.5304 1.4716 3.3417
H13 -0.8867 -0.1663 4.5542
C13 -6.3579 0.7314 1.7128
C14 4.5245 1.5472 -0.7866
C15 -4.5665 1.0451 -2.2442
C16 -5.6545 -2.6607 -0.0295
C17 -0.7777 -0.9610 3.8236
C18 -7.0901 -3.0765 0.1686
C19 -3.2362 0.7162 -2.3262
H14 4.9016 0.9531 -1.6107
O2 2.4014 3.4297 -3.4648
C20 -6.5397 1.1848 3.0111
H15 -7.1739 0.6794 1.0046
H16 1.6525 2.1438 0.8232
H17 -7.1432 -4.1161 0.4961
N1 -0.4466 -0.5504 2.5934
H18 -1.9917 3.1366 -0.2271
S1 0.6409 2.9744 -1.5136
C21 -3.8008 -2.0538 -1.4794
H19 1.6608 2.5171 -5.1210
C22 -3.9682 0.4141 2.2482
H20 3.7181 -3.8960 -3.4814
S2 2.4350 5.3199 -1.6768
H21 -4.9120 0.0190 0.3346
C23 -2.3627 1.1300 -1.2739
C24 2.7082 2.2672 0.6173
H22 1.2203 1.7275 -3.5590
C25 -3.4971 -2.1454 0.9366
C26 3.5145 3.2280 1.1759
C27 -0.8759 -3.2321 3.1500
C28 -5.1403 -2.4172 -1.2876
H23 -5.7901 -2.4877 -2.1531
H24 4.4072 -1.1034 -0.2949
H25 -6.0883 2.1065 -1.1429
N2 2.2854 0.5243 -0.9857
C29 -2.9849 -1.9093 -0.3700
H26 -5.2046 -2.6638 2.0825
N3 -0.1195 -0.9209 0.3213
C30 -2.7488 2.3798 -0.5022
C31 3.4526 -2.9793 -2.9685
C32 -5.0648 0.3457 1.3508
O3 -0.9302 -0.7222 -2.0864
Te1 -2.4266 0.4663 0.7728
C33 5.3388 2.4968 -0.1886
Sr1 -0.3333 0.8496 -0.7148
H27 -1.0804 -4.2761 3.3507
S3 -1.1761 -1.5247 -0.8628
H28 -1.2955 -2.5560 5.1578
C34 1.9909 2.2271 -4.1229
C35 -5.4587 1.3262 3.8943
C36 2.7379 -0.6184 -1.5724
H29 -7.5757 -2.4695 0.9349
C37 3.8520 -1.3965 -1.1777
C38 -4.1638 1.0076 3.5061
H30 -4.5269 3.4319 0.2102
H31 -2.8252 0.1182 -3.1249
H32 -5.2852 0.6183 -2.9360
H33 -3.3315 -2.0171 -2.4486
H34 6.3715 2.5913 -0.5107

These are the Löwdin partial charges, in e, on atoms 1 to 4: 0.07, 0.09, 0.10, 0.09